# C27H33Cl9N6

A 9-piece molecular cluster, C27H33Cl9N6 overall at a distorted geometry (ωB97M-V with the def2-TZVPD basis set, the OMol25 dataset).

XYZ file:
```
75
Properties=species:S:1:pos:R:3:lowdin_charge:R:1
Cl 12.861 17.313 12.861 0.5371
Cl 11.870 7.994 19.620 0.5421
Cl 14.529 15.083 12.190 0.6151
Cl 17.097 9.561 14.021 0.5697
Cl 15.317 7.680 12.756 0.5692
Cl 13.742 15.550 14.898 0.5884
Cl 12.031 6.989 16.895 0.4830
Cl 16.511 9.965 11.275 0.4924
Cl 11.050 5.339 18.945 0.5736
N 8.228 9.318 12.157 -0.0023
N 10.979 13.388 13.894 0.0258
N 12.141 12.842 8.636 0.0177
N 7.838 11.936 14.448 0.0271
N 13.038 11.611 11.990 0.0496
N 12.432 10.052 6.558 -0.0164
C 13.299 15.643 13.244 -1.6233
C 13.132 14.759 9.200 -0.1330
C 10.536 14.098 15.016 -0.1385
C 9.958 7.981 11.840 -0.1027
C 6.555 11.833 13.994 -0.1611
C 14.002 9.590 8.094 -0.0992
C 8.307 9.195 10.810 -0.1619
C 7.036 10.059 15.256 -0.1158
C 11.158 13.742 8.714 -0.1520
C 9.254 14.642 13.243 -0.1120
C 6.062 10.705 14.496 -0.1688
C 9.188 8.598 12.820 -0.1434
C 13.655 11.830 13.149 -0.2139
C 12.146 10.182 13.431 -0.0870
C 11.708 14.947 9.123 -0.0951
C 10.212 13.737 12.828 -0.1523
C 11.750 9.617 7.679 -0.1440
C 11.117 6.957 18.432 -1.6095
C 12.736 9.389 8.641 -0.1394
C 9.419 8.455 10.568 -0.1392
C 13.356 13.432 8.914 -0.1511
C 15.893 9.305 12.833 -1.6257
C 13.786 10.103 6.802 -0.1212
C 13.127 10.985 14.132 -0.1048
C 8.170 10.889 15.227 -0.1288
C 12.043 10.701 12.167 -0.1288
C 9.563 14.923 14.587 -0.1319
H 14.241 12.854 8.776 0.1014
H 14.977 9.433 8.536 0.0765
H 11.184 15.886 9.286 0.0920
H 10.898 7.429 11.962 0.0971
H 13.445 10.899 15.169 0.1077
H 14.445 10.423 6.018 0.1030
H 13.914 15.475 9.420 0.0724
H 11.997 10.247 5.628 0.1721
H 9.060 15.596 15.232 0.0933
H 11.701 12.705 13.950 0.0710
H 12.072 11.911 8.356 0.0725
H 11.546 10.346 11.271 0.0973
H 5.060 10.341 14.186 0.1149
H 8.419 12.715 14.130 0.0955
H 10.661 9.600 7.671 0.1071
H 15.010 9.901 13.147 -0.0351
H 10.518 13.366 11.836 0.1160
H 7.015 9.215 15.935 0.0927
H 12.524 14.935 12.971 -0.0212
H 6.150 12.550 13.291 0.1183
H 9.124 8.584 13.884 0.0864
H 9.110 10.946 15.752 0.1119
H 12.520 8.997 9.638 0.0883
H 7.411 9.884 12.559 0.1469
H 10.998 13.975 15.995 0.1164
H 7.514 9.733 10.228 0.1261
H 8.401 15.019 12.699 0.1000
H 9.896 8.231 9.592 0.0823
H 10.149 13.326 8.633 0.1185
H 10.113 7.263 18.184 0.0097
H 13.261 12.099 11.156 0.1124
H 14.421 12.590 13.125 0.0793
H 11.606 9.372 13.931 0.0900
```

E   -150174.456 eV
Spin multiplicity   1
Kohn-Sham gap   8.679 eV
HOMO   -0.305 hartree
Strongest force on any atom   3.9 eV/A